{
  "formula": "C4H2F2",
  "method": "ωB97M-V/def2-TZVPD",
  "symbols": ["C", "C", "C", "C", "F", "F", "H", "H"],
  "coordinates": [[2.1261, 0.3198, -0.0099], [0.9976, -0.0814, -0.0265], [-0.3268, -0.6167, 0.0058], [-1.3971, 0.1502, -0.0025], [-2.6410, -0.2863, -0.0089], [-1.3799, 1.4749, -0.0063], [3.1284, 0.7411, 0.0481], [-0.5073, -1.7017, 0.0003]],
  "atomic_forces_ev_per_a": [[0.915, 0.542, 0.098], [-0.270, -0.286, 0.176], [0.173, -0.766, -0.194], [-0.366, 0.814, -0.004], [0.219, 0.018, 0.039], [-0.053, -0.511, -0.010], [-0.861, -0.435, -0.127], [0.242, 0.624, 0.022]],
  "nbo_charge": [-0.1989, -0.0510, -0.4573, 0.7962, -0.2942, -0.2951, 0.2440, 0.2564],
  "e_above_lowest_kcal_mol": 0.6,
  "smiles": "C#CC=C(F)F",
  "total_charge": 0,
  "homo_lumo_gap_ev": 10.31
}

---

{
  "formula": "C6H14O",
  "method": "ωB97M-V/def2-TZVPD",
  "symbols": ["C", "O", "C", "C", "C", "C", "C", "H", "H", "H", "H", "H", "H", "H", "H", "H", "H", "H", "H", "H", "H"],
  "coordinates": [[-1.8672, -0.4198, 2.1975], [-0.6828, -0.0528, 1.5415], [-0.5219, -0.6892, 0.2939], [0.4725, 0.0969, -0.5631], [0.7143, -0.6842, -1.8579], [-0.1218, 1.4741, -0.8787], [1.7918, 0.2576, 0.1983], [-1.9766, -1.5125, 2.2701], [-2.7506, -0.0139, 1.6808], [-1.8268, -0.0024, 3.2069], [-1.4900, -0.7499, -0.2335], [-0.1648, -1.7243, 0.4434], [1.1613, -1.6644, -1.6503], [1.3997, -0.1372, -2.5157], [-0.2182, -0.8470, -2.4128], [-0.3674, 2.0046, 0.0468], [-1.0399, 1.3783, -1.4730], [0.5852, 2.0856, -1.4517], [1.6318, 0.7799, 1.1457], [2.5126, 0.8295, -0.3986], [2.2362, -0.7203, 0.4215]],
  "atomic_forces_ev_per_a": [[-0.209, -0.045, 0.176], [0.042, 0.050, 0.001], [0.009, -0.129, -0.199], [0.010, -0.001, -0.019], [0.006, -0.049, -0.065], [-0.031, 0.052, -0.023], [0.066, 0.001, 0.039], [0.044, 0.129, -0.003], [0.101, -0.089, 0.041], [-0.021, -0.062, -0.142], [0.115, 0.050, 0.069], [-0.038, 0.151, -0.009], [-0.068, 0.141, -0.023], [-0.089, -0.059, 0.110], [0.105, 0.038, 0.101], [0.049, -0.055, -0.138], [0.132, -0.002, 0.092], [-0.078, -0.109, 0.086], [0.031, -0.050, -0.135], [-0.111, -0.087, 0.075], [-0.064, 0.124, -0.034]],
  "nbo_charge": [-0.2422, -0.5505, -0.0514, -0.0818, -0.6034, -0.6077, -0.6066, 0.1643, 0.1641, 0.1928, 0.1646, 0.1662, 0.2073, 0.2127, 0.2063, 0.2215, 0.2026, 0.2070, 0.2245, 0.2051, 0.2044],
  "e_above_lowest_kcal_mol": 13.1,
  "smiles": "COCC(C)(C)C",
  "total_charge": 0,
  "homo_lumo_gap_ev": 10.71
}